P) Molecular formula: CH12O4
Method: DFT, ωB97M-V with the def2-TZVPD basis set

Calculated values
LUMO level = 0.501 eV
Kohn-Sham gap = 11.6 eV
net charge = 0
HOMO energy = -11.062 eV
SMILES = C.O.O.O.O

Atoms and positions in Å:
C  1.8044  1.9052  -1.7274
H  2.1310  1.7126  -2.8481
H  0.6644  2.0042  -1.7641
H  2.0124  1.1345  -0.9875
H  2.3863  2.7370  -1.3053
O  0.6503  -2.6781  1.4863
H  -0.1781  -3.1989  1.6673
H  0.8535  -2.8612  0.6052
O  -1.5329  0.9741  -0.2242
H  -2.0455  1.1998  0.5323
H  -1.3465  1.7663  -0.6756
O  -2.6525  -2.0185  -0.8124
H  -2.4516  -2.5220  -1.6585
H  -2.0823  -1.2323  -0.9371
O  0.2209  0.5708  3.0356
H  0.4078  -0.3938  2.6745
H  1.1584  0.9003  2.9390


Q) Molecular formula: CH12O4
Method: DFT, ωB97M-V with the def2-TZVPD basis set

Calculated values
LUMO level = 0.477 eV
Kohn-Sham gap = 11.3 eV
net charge = 0
HOMO energy = -10.781 eV
SMILES = C.O.O.O.O

Atoms and positions in Å:
C  1.3135  1.9601  -3.1845
H  1.3636  0.9090  -3.4008
H  0.3975  1.9931  -2.6072
H  1.4883  2.6703  -4.0851
H  2.0188  2.1457  -2.5308
O  0.7154  2.2939  0.9205
H  1.6147  2.7048  1.0080
H  0.6162  2.2345  1.8936
O  2.5033  -2.5462  0.3440
H  3.3336  -2.2040  0.4293
H  2.3362  -3.2227  1.0545
O  -5.1774  -2.5020  3.3010
H  -4.6616  -3.1030  3.7661
H  -6.0760  -2.4461  3.4608
O  -0.9608  -0.5099  -0.1527
H  -0.7540  0.4551  -0.3178
H  -0.0712  -0.8327  0.1010


Relative energy of each structure, in kcal/mol: P) 0.0; Q) 13.1.


P) Molecular formula: CH3BrClN
Method: DFT, ωB97M-V with the def2-TZVPD basis set

Calculated values
LUMO level = -0.958 eV
Kohn-Sham gap = 7.6 eV
net charge = 0
HOMO energy = -8.518 eV

Atoms and positions in Å:
C  0.9606  0.0912  -0.4938
N  -0.0418  0.1528  0.3429
Cl  1.3246  -2.5771  0.1444
Br  2.5834  0.7096  -0.0025
H  0.8937  -0.0096  -1.6321
H  0.4343  0.2065  1.1901
H  -0.9493  -0.0802  0.0387


Q) Molecular formula: CH3BrClN
Method: DFT, ωB97M-V with the def2-TZVPD basis set

Calculated values
LUMO level = 0.344 eV
Kohn-Sham gap = 10.3 eV
net charge = 0
HOMO energy = -9.996 eV
SMILES = N[C@H](Cl)Br

Atoms and positions in Å:
N  0.7150  -0.4408  -0.3584
C  -0.3398  -0.0825  0.3293
Cl  -1.2631  1.4516  -0.7035
Br  0.2259  0.8714  1.9800
H  1.2258  0.1465  -0.9365
H  0.5727  -1.3077  -0.9122
H  -1.1364  -0.6385  0.6013


Relative energy of each structure, in kcal/mol: P) 24.4; Q) 0.0.


P) Molecular formula: C5H8N3
Method: DFT, ωB97M-V with the def2-TZVPD basis set

Calculated values
LUMO level = -6.215 eV
Kohn-Sham gap = 6.9 eV
net charge = +1
HOMO energy = -13.082 eV

Atoms and positions in Å:
C  1.5913  -1.7877  1.0325
C  1.4845  -0.5645  0.4296
C  -0.4173  -1.5671  0.2720
C  -0.9999  0.3753  -1.8387
C  -0.6621  2.1996  0.6048
N  0.3345  -2.3928  0.9222
N  0.2563  -0.3738  -0.1012
N  -0.3197  0.6053  -0.7772
H  2.4667  -2.0628  1.5913
H  2.3469  0.0924  0.3884
H  -1.4756  -1.7329  -0.0561
H  -1.0469  -0.5977  -2.3662
H  -1.5045  1.1797  -2.1654
H  -1.7215  2.5158  0.5048
H  0.1929  2.6100  0.0924
H  -0.5256  1.5013  1.4668


Q) Molecular formula: C5H8N3
Method: DFT, ωB97M-V with the def2-TZVPD basis set

Calculated values
LUMO level = -5.865 eV
Kohn-Sham gap = 9.1 eV
net charge = +1
HOMO energy = -14.992 eV

Atoms and positions in Å:
C  2.3947  -0.8639  0.3696
C  2.7263  0.4972  0.0348
C  -1.8035  -0.0679  -0.5569
C  -1.4264  -0.2617  0.8387
C  0.6613  0.1946  -0.2752
N  1.1235  -1.0298  0.1905
N  1.6517  1.1575  -0.2753
N  -0.7129  0.6664  0.0192
H  3.1231  -1.5482  0.7267
H  3.7851  0.8728  0.0884
H  -1.6265  -0.9224  -1.2720
H  -2.6105  0.5173  -0.7629
H  -2.2050  -0.0012  1.5069
H  -0.7170  -1.2016  1.0758
H  0.3771  -0.2765  -1.9239
H  -0.8664  1.6756  0.2790


Relative energy of each structure, in kcal/mol: P) 0.0; Q) 8.6.


P) Molecular formula: C5H13NS2
Method: DFT, ωB97M-V with the def2-TZVPD basis set

Calculated values
LUMO level = -3.554 eV
Kohn-Sham gap = 4.7 eV
net charge = 0
HOMO energy = -8.219 eV

Atoms and positions in Å:
S  -2.7309  -0.5948  -0.7387
S  1.3436  0.0813  -1.7261
C  -0.2805  0.6794  -1.6440
C  -0.4368  1.8392  -0.6545
C  -0.4335  1.1799  0.7194
N  0.6858  0.3503  1.1326
C  0.4352  -1.1148  1.0871
C  1.7405  -1.8758  1.2151
H  -3.0796  -0.2764  -1.9950
H  -0.9224  -0.2391  -1.3911
H  -0.6092  1.0606  -2.6165
H  -1.4470  2.1875  -0.8759
H  0.2479  2.5931  -1.0411
H  -0.5332  1.9970  1.4467
H  -1.3262  0.5818  0.6916
H  1.4911  0.4456  0.4959
H  -0.1173  -1.4077  0.1918
H  -0.2185  -1.3258  1.9359
H  2.4891  -1.5100  0.5299
H  2.1191  -1.7231  2.2240
H  1.5828  -2.9282  1.0127


Q) Molecular formula: C5H13NS2
Method: DFT, ωB97M-V with the def2-TZVPD basis set

Calculated values
LUMO level = 0.824 eV
Kohn-Sham gap = 9.1 eV
net charge = 0
HOMO energy = -8.282 eV
SMILES = SCCCNCCS

Atoms and positions in Å:
S  -1.1630  0.5538  -3.8820
C  -0.2352  0.9030  -2.4000
C  -0.7417  -0.0153  -1.2528
C  0.5768  -0.4620  -0.5062
N  0.0331  -1.4705  0.4502
C  -0.2784  -0.9798  1.7746
C  0.9363  -0.9141  2.7874
S  1.1215  0.8782  3.4039
H  -1.9042  -0.5916  -3.7696
H  0.8829  1.1819  -2.4610
H  -0.5173  2.0303  -1.9790
H  -1.1245  -0.9463  -1.6122
H  -1.6139  0.4160  -0.7937
H  0.9737  0.4067  0.0188
H  1.4963  -0.7500  -1.0069
H  -0.3989  -2.3449  0.0016
H  -0.8145  0.0026  1.4512
H  -0.9773  -1.6135  2.1837
H  0.9035  -1.4901  3.7124
H  1.9819  -0.9752  2.2880
H  -0.0002  0.8646  4.0468


Relative energy of each structure, in kcal/mol: P) 31.2; Q) 0.0.